# C5H7B2F6NO11PS

A molecular structure, C5H7B2F6NO11PS (wB97M-V/def2-TZVPD, the OMol25 dataset).

Each line ends with the Mulliken charge.
Element x y z (Å)
N 4.26 2.50 0.74  -0.43
B 3.34 2.32 -0.31  0.50
O 3.62 2.72 -1.59  -0.53
O 2.04 1.80 -0.04  -0.39
P 1.75 0.27 -0.10  0.96
O 1.86 -0.38 -1.40  -0.69
O 2.66 -0.35 1.03  -0.21
C 3.20 -1.68 0.88  -0.41
C 4.63 -1.59 0.35  -0.05
F 4.90 -2.70 -0.43  -0.33
O 0.26 0.30 0.54  -0.31
S -0.71 -0.99 0.52  1.07
O -1.86 -0.65 1.25  -0.49
O 0.09 -2.12 0.88  -0.64
C -1.23 -1.19 -1.28  0.74
F -2.49 -1.59 -1.24  -0.20
F -1.12 -0.04 -1.93  -0.21
F -0.48 -2.12 -1.86  -0.22
H 5.21 2.19 0.59  0.22
H 3.93 2.22 1.65  0.26
H 3.28 2.10 -2.25  0.32
H 2.60 -2.30 0.22  0.33
H 3.17 -2.12 1.87  0.36
H 4.76 -0.69 -0.26  0.09
H 5.36 -1.57 1.16  0.26
B -4.84 0.80 -0.47  0.71
O -5.94 1.79 -0.25  -0.50
C -6.92 1.24 0.43  0.60
O -7.95 1.76 0.77  -0.63
C -6.52 -0.24 0.72  0.58
O -7.20 -1.04 1.32  -0.64
O -5.34 -0.45 0.19  -0.46
F -3.66 1.23 0.12  -0.32
F -4.65 0.58 -1.83  -0.34

Highest occupied orbital energy, eV: -6.2
DFT total energy, Eh: -2466.15701
LUMO energy, eV: 1.7
Charge: -1
Molar mass, u: 455.8
Kohn-Sham gap, eV: 7.88
F_max, eV/A: 0.75

# C3H3N3O2

2 unconnected molecules or ions with the total composition C3H3N3O2 in a non-equilibrium geometry (wB97M-V/def2-TZVPD, the OMol25 dataset).

Each line ends with the Mulliken charge.
Element x y z (Å)
C 0.78 -0.95 0.10  0.09
C -1.12 0.57 -0.03  0.75
C -2.29 -0.38 -0.21  0.09
H 0.73 2.15 -0.66  0.44
H 0.26 -1.86 0.41  0.35
H 2.61 -0.33 -0.18  0.29
N 0.14 0.15 -0.12  -0.03
N 2.08 -1.14 -0.12  -0.62
N -2.99 -1.23 0.34  -0.34
O 1.23 1.24 0.50  -0.48
O -1.41 1.76 -0.02  -0.53

Highest occupied orbital energy, eV: -10.4
DFT total energy, Eh: -430.58001
LUMO energy, eV: -1.7
Energy above the lowest of the compared OMol25 structures with the same formula, charge and spin, kcal per mole: 214.0
Molar mass, u: 113.1
Kohn-Sham gap, eV: 8.67
F_max, eV/A: 8.39

# C27H32N8ReS

A molecular structure, C27H32N8ReS in a non-equilibrium geometry (wB97M-V/def2-TZVPD, the OMol25 dataset).

Each line ends with the Löwdin spin population.
Element x y z (Å)
Re 0.31 0.36 0.25  2.37
C 0.91 -2.25 1.67  0.00
N 0.71 -1.85 0.23  0.02
C -0.42 -2.66 -0.33  0.01
C -0.64 -2.43 -1.80  0.00
C -1.53 -3.30 -2.46  0.00
C -1.76 -3.18 -3.82  0.00
C -1.11 -2.14 -4.51  0.00
C -0.25 -1.34 -3.76  0.00
N -0.01 -1.45 -2.44  0.03
C 1.95 -2.12 -0.53  0.01
C 2.70 -0.92 -0.96  0.02
C 4.02 -1.02 -1.38  0.00
C 4.79 0.11 -1.65  0.02
C 4.12 1.36 -1.62  0.00
C 2.78 1.37 -1.22  0.02
N 2.06 0.28 -0.88  0.01
C 1.73 -1.26 2.41  0.01
C 2.54 -1.61 3.49  0.00
C 3.35 -0.68 4.09  0.01
C 3.29 0.66 3.62  0.00
C 2.38 0.94 2.62  0.01
N 1.66 0.02 1.94  0.01
H 1.34 -3.26 1.79  0.00
H -0.10 -2.31 2.14  0.00
H -1.34 -2.38 0.19  0.00
H -0.29 -3.75 -0.14  0.00
H -2.07 -4.05 -1.87  0.00
H -2.44 -3.87 -4.33  0.00
H -1.26 -1.95 -5.57  0.00
H 0.30 -0.55 -4.26  0.00
H 1.72 -2.73 -1.43  0.00
H 2.61 -2.74 0.09  0.00
H 4.41 -2.03 -1.49  0.00
H 5.83 0.01 -1.89  0.00
H 4.59 2.26 -1.91  0.00
H 2.19 2.29 -1.12  0.00
H 2.50 -2.67 3.77  0.00
H 4.02 -1.00 4.87  0.00
H 3.91 1.43 4.03  0.00
H 2.28 1.93 2.21  0.00
C 0.35 4.84 0.94  0.02
C 0.43 3.44 0.74  0.08
N 0.54 2.27 0.64  0.01
H 1.13 5.12 1.67  0.00
H -0.62 5.07 1.41  0.00
H 0.47 5.39 0.00  0.00
C -2.79 1.96 -3.05  0.04
C -3.16 1.04 -2.05  0.00
C -2.22 0.60 -1.11  0.04
N -0.94 1.08 -1.13  0.03
C -0.56 2.02 -2.08  0.02
C -1.46 2.45 -3.02  0.00
H -3.47 2.24 -3.84  0.00
H -4.13 0.56 -2.03  0.00
H -2.45 -0.16 -0.34  0.00
H 0.45 2.41 -2.03  0.00
H -1.12 3.15 -3.77  0.00
C -4.84 0.11 3.78  0.00
N -3.51 -0.25 3.27  0.02
C -2.95 0.46 2.29  0.03
N -3.57 1.42 1.59  0.01
S -1.29 0.12 2.06  0.11
H -5.04 -0.47 4.70  0.00
H -5.63 -0.09 3.02  0.00
H -4.86 1.18 4.07  0.00
H -2.96 -0.98 3.71  0.00
H -4.58 1.53 1.58  0.00
H -3.03 1.99 0.94  0.00

⟨S²⟩: 3.776
Highest occupied orbital energy (spin up / spin down), eV: -19.4 / -19.4
DFT total energy, Eh: -1961.20079
LUMO energy (spin up / spin down), eV: -11.3 / -13.7
Charge: +4
Spin multiplicity: 4
Energy above the lowest of the compared OMol25 structures with the same formula, charge and spin, kcal per mole: 0.0
Molar mass, u: 686.9
Kohn-Sham gap (spin up / spin down), eV: 8.08 / 5.70
F_max, eV/A: 4.74

# C21H29N3O3S

A single C21H29N3O3S molecule (wB97M-V/def2-TZVPD, the OMol25 dataset).

Each line ends with the Mulliken charge.
Element x y z (Å)
C -3.67 -3.87 -1.50  -1.38
C -3.19 -2.83 -0.48  -0.12
O -4.22 -2.09 0.12  -0.30
C -4.88 -1.17 -0.72  -0.45
C -5.68 -0.19 0.13  -0.76
C -4.84 0.45 1.24  -1.24
N -3.48 0.72 0.83  0.09
C -3.25 1.66 -0.12  0.06
S -4.41 2.68 -0.70  -0.34
N -1.98 1.78 -0.61  -0.07
C -0.93 1.00 -0.21  0.59
C 0.33 1.10 -0.80  -1.19
C 1.37 0.29 -0.36  0.87
C 1.15 -0.63 0.66  -0.32
C -0.10 -0.74 1.25  -1.39
C -1.14 0.08 0.82  0.64
C -2.47 -0.04 1.44  0.55
O -2.69 -0.72 2.41  -0.67
H -0.29 -1.44 2.03  0.49
H 1.94 -1.29 0.98  0.47
C 2.68 0.42 -1.07  0.18
O 2.75 0.68 -2.25  -0.68
N 3.76 0.24 -0.27  0.06
H 3.63 0.10 0.71  0.34
C 5.12 0.31 -0.77  -0.60
C 5.86 1.50 -0.16  -1.14
C 6.13 1.31 1.33  -0.56
C 6.90 0.02 1.57  -0.72
C 6.15 -1.18 1.00  -0.66
C 5.88 -1.00 -0.49  0.35
C 5.13 -2.20 -1.07  -1.66
H 4.18 -2.35 -0.56  0.19
H 4.93 -2.05 -2.13  0.42
H 5.72 -3.11 -0.96  0.49
H 6.85 -0.92 -1.00  0.44
H 6.73 -2.09 1.16  0.37
H 5.20 -1.30 1.54  0.18
H 7.08 -0.12 2.64  0.36
H 7.88 0.09 1.08  0.32
H 6.70 2.16 1.71  0.35
H 5.19 1.28 1.88  0.31
H 6.81 1.62 -0.69  0.41
H 5.27 2.41 -0.32  0.38
H 5.02 0.45 -1.85  0.56
H 0.51 1.79 -1.61  0.45
H -1.84 2.49 -1.32  0.31
H -4.77 -0.23 2.09  0.45
H -5.31 1.39 1.56  0.41
H -6.08 0.58 -0.54  0.33
H -6.51 -0.72 0.60  0.46
H -4.14 -0.63 -1.33  0.31
H -5.56 -1.69 -1.41  0.43
H -2.69 -3.33 0.35  0.33
H -2.47 -2.15 -0.97  0.26
H -4.43 -4.50 -1.04  0.31
H -4.10 -3.39 -2.37  0.33
H -2.84 -4.48 -1.81  0.44

Highest occupied orbital energy, eV: -8.5
DFT total energy, Eh: -1605.87584
LUMO energy, eV: -0.1
Energy above the lowest of the compared OMol25 structures with the same formula, charge and spin, kcal per mole: 0.6
Molar mass, u: 403.5
Kohn-Sham gap, eV: 8.39
SMILES: CCOCCCn1c(=S)[nH]c2cc(C(=O)N[C@H]3CCCC[C@H]3C)ccc2c1=O
F_max, eV/A: 0.76

# C32H41BrEuIN9Sb

A molecular structure, C32H41BrEuIN9Sb in a non-equilibrium geometry (wB97M-V/def2-TZVPD, the OMol25 dataset).

Each line ends with the Löwdin spin population.
Element x y z (Å)
Eu -1.35 1.54 0.19  7.02
I -1.70 8.05 -1.53  0.00
C -1.86 6.29 -0.44  0.00
C -2.39 6.13 0.84  0.00
N -2.30 4.80 1.16  0.00
N -1.81 4.07 0.13  -0.01
C -1.48 4.98 -0.85  0.00
H -2.79 6.87 1.50  0.00
H -2.57 4.34 2.03  0.00
H -1.00 4.67 -1.77  0.00
N -1.47 -6.14 -0.13  0.00
C -0.82 -7.39 -0.12  0.00
C -1.23 -8.71 -0.21  0.00
C -0.23 -9.70 -0.22  0.00
C 1.10 -9.38 -0.05  0.00
C 1.51 -8.05 0.09  0.00
C 0.56 -7.05 0.06  0.00
N 0.73 -5.69 0.12  0.00
C -0.48 -5.17 -0.01  0.00
C -0.76 -3.75 0.05  0.00
C -2.03 -3.20 -0.19  0.00
C -2.15 -1.82 -0.20  0.00
N -1.10 -1.01 0.04  -0.01
C 0.11 -1.55 0.30  0.00
C 0.31 -2.91 0.30  0.00
H -2.44 -5.97 -0.28  0.00
H -2.29 -8.95 -0.27  0.00
H -0.52 -10.73 -0.38  0.00
H 1.85 -10.16 -0.02  0.00
H 2.54 -7.75 0.17  0.00
H -2.94 -3.80 -0.28  0.00
H -3.11 -1.34 -0.38  0.00
H 0.93 -0.86 0.48  0.00
H 1.31 -3.30 0.50  0.00
Br -4.92 0.78 6.22  0.00
C -4.09 1.03 4.57  0.00
C -4.69 1.92 3.66  0.00
C -4.09 2.05 2.39  0.00
C -2.89 1.39 2.13  -0.02
C -2.29 0.55 3.05  0.00
C -2.94 0.31 4.26  0.00
H -5.58 2.47 3.93  0.00
H -4.61 2.61 1.63  0.00
H -1.37 0.00 2.82  0.00
H -2.53 -0.41 4.97  0.00
C 3.73 2.21 4.72  0.00
C 4.50 2.50 3.41  0.00
C 4.94 1.24 2.66  0.00
C 3.75 3.49 2.49  0.00
N 2.59 2.97 1.81  0.00
C 2.51 2.17 0.72  0.00
N 1.21 1.77 0.60  0.00
N 0.51 2.42 1.53  -0.01
N 1.34 3.18 2.31  0.00
H 4.30 1.51 5.37  0.00
H 2.73 1.76 4.51  0.00
H 3.55 3.13 5.31  0.00
H 5.41 3.07 3.70  0.00
H 4.10 0.56 2.37  0.00
H 5.65 0.65 3.27  0.00
H 5.46 1.50 1.72  0.00
H 4.40 3.86 1.68  0.00
H 3.44 4.38 3.09  0.00
H 3.35 1.87 0.10  0.00
C 0.46 3.91 -4.60  0.00
C 1.07 2.57 -4.27  0.00
Sb -0.11 1.54 -2.69  0.00
C -1.96 1.08 -3.80  0.00
C -1.66 0.51 -5.18  0.00
C 0.97 -0.41 -2.73  0.00
C 1.73 -0.65 -4.03  0.00
H 1.04 4.42 -5.40  0.00
H 0.44 4.60 -3.73  0.00
H -0.60 3.84 -4.96  0.00
H 2.10 2.64 -3.87  0.00
H 1.08 1.89 -5.15  0.00
H -2.49 2.05 -3.86  0.00
H -2.54 0.38 -3.18  0.00
H -0.97 1.15 -5.76  0.00
H -2.60 0.40 -5.78  0.00
H -1.21 -0.51 -5.14  0.00
H 0.19 -1.17 -2.53  0.00
H 1.63 -0.37 -1.85  0.00
H 1.08 -0.63 -4.91  0.00
H 2.22 -1.65 -4.01  0.00
H 2.54 0.09 -4.20  0.00

⟨S²⟩: 15.761
Highest occupied orbital energy (spin up / spin down), eV: -9.1 / -9.3
DFT total energy, Eh: -5558.77772
LUMO energy (spin up / spin down), eV: -2.8 / -2.8
Charge: +1
Spin multiplicity: 8
Energy above the lowest of the compared OMol25 structures with the same formula, charge and spin, kcal per mole: 0.0
Molar mass, u: 1032.3
Kohn-Sham gap (spin up / spin down), eV: 6.29 / 6.55
F_max, eV/A: 4.25

# C2H6O3

A molecular structure, C2H6O3 in a non-equilibrium geometry (wB97M-V/def2-TZVPD, the OMol25 dataset).

Each line ends with the Mulliken charge.
Element x y z (Å)
H 0.77 -0.79 -0.98  0.48
O 0.11 -0.79 -2.13  -0.67
O 0.98 -0.42 0.22  -0.67
H -0.48 -0.07 -1.56  0.50
H 0.40 -0.39 -2.93  0.32
C -0.05 0.27 0.64  0.91
O -0.88 0.46 -0.33  -0.77
C -0.23 0.60 2.06  -1.00
H 0.70 0.34 2.47  0.32
H -0.39 1.65 2.08  0.28
H -0.97 0.06 2.68  0.29

Highest occupied orbital energy, eV: -10.4
DFT total energy, Eh: -305.50460
LUMO energy, eV: 0.8
Energy above the lowest of the compared OMol25 structures with the same formula, charge and spin, kcal per mole: 30.1
Molar mass, u: 78.1
Kohn-Sham gap, eV: 11.14
F_max, eV/A: 6.08

# C15H13BBrN7O2Rh

A molecular structure, C15H13BBrN7O2Rh in a non-equilibrium geometry (wB97M-V/def2-TZVPD, the OMol25 dataset).

Each line ends with the Mulliken charge.
Element x y z (Å)
Rh -0.83 -0.45 0.08  -0.12
C 3.32 -0.20 0.93  -1.20
C 2.25 -0.84 0.32  -0.21
N 1.14 -0.14 0.55  0.64
N 1.46 0.95 1.29  -0.01
C 2.78 0.93 1.52  -0.06
B 0.35 1.93 1.69  -0.02
N -0.31 2.38 0.38  0.23
C -0.47 3.61 -0.13  -0.16
C -1.24 3.51 -1.28  -0.97
C -1.51 2.15 -1.40  -0.45
N -0.93 1.49 -0.40  0.29
N -0.66 1.10 2.50  0.23
C -1.09 1.23 3.77  -0.06
C -2.05 0.26 4.01  -1.06
C -2.16 -0.44 2.81  -0.23
N -1.32 0.09 1.92  0.19
H 4.35 -0.52 0.94  0.42
H 2.23 -1.75 -0.26  0.52
H 3.25 1.71 2.09  0.47
H 0.73 2.88 2.32  -0.04
H -0.02 4.47 0.34  0.47
H -1.55 4.30 -1.94  0.42
H -2.07 1.63 -2.17  0.48
H -0.69 1.99 4.41  0.46
H -2.59 0.09 4.92  0.41
H -2.78 -1.28 2.55  0.52
Br 1.23 1.11 -2.82  -0.13
C 0.35 -0.87 -2.77  0.44
C 0.80 -1.58 -3.86  -0.60
C 0.54 -2.94 -3.85  -0.29
C -0.09 -3.51 -2.76  -0.64
C -0.45 -2.71 -1.70  0.46
N -0.26 -1.36 -1.73  0.06
C -1.06 -3.25 -0.41  0.34
O -1.42 -4.39 -0.36  -0.59
O -1.09 -2.36 0.54  -0.62
H 1.32 -1.09 -4.66  0.44
H 0.86 -3.55 -4.69  0.45
H -0.29 -4.57 -2.69  0.51

Highest occupied orbital energy, eV: -12.7
DFT total energy, Eh: -3822.47803
LUMO energy, eV: -5.0
Charge: +1
Energy above the lowest of the compared OMol25 structures with the same formula, charge and spin, kcal per mole: 5.7
Molar mass, u: 516.9
Kohn-Sham gap, eV: 7.68
F_max, eV/A: 3.38

# C7H12

2 unconnected molecules or ions with the total composition C7H12 (wB97M-V/def2-TZVPD, the OMol25 dataset).

Each line ends with the Mulliken charge.
Element x y z (Å)
C -2.04 -1.27 0.91  -1.20
C -1.54 -0.42 -0.22  -0.16
C 0.10 1.11 -1.34  -0.82
C 1.22 1.74 -1.00  -0.35
C 1.68 1.39 0.39  -0.62
C 0.70 0.27 0.83  -0.52
C -0.38 0.24 -0.25  0.51
H -3.03 -0.93 1.24  0.32
H -2.14 -2.32 0.61  0.30
H -1.36 -1.23 1.77  0.31
H -2.19 -0.34 -1.09  0.35
H -0.44 1.22 -2.28  0.38
H 0.74 -2.17 -1.11  -0.24
H 1.75 2.45 -1.63  0.40
H 2.73 1.06 0.41  0.29
H 1.62 2.27 1.05  0.26
H 0.28 0.45 1.83  0.28
H 1.21 -0.70 0.86  0.26
H 1.07 -2.82 -0.97  0.23

Highest occupied orbital energy, eV: -8.1
DFT total energy, Eh: -273.85554
LUMO energy, eV: 1.2
Energy above the lowest of the compared OMol25 structures with the same formula, charge and spin, kcal per mole: 33.3
Molar mass, u: 96.2
Kohn-Sham gap, eV: 9.29
SMILES: C/C=C1/C=CCC1.[H][H]
F_max, eV/A: 0.21